*one*
DFT (ωB97M-V/def2-TZVPD) results for 3 unconnected molecules or ions with the total composition C3H6O.

Results
2S+1: 1
Lowest unoccupied orbital energy: 0.508 eV
HOMO-LUMO gap: 9.75 eV
HOMO: -0.3398 Eh

Each atom is followed by the atoms it is bonded to, with distances in Å.
Atoms and positions in Å:
1 C -1.236 0.243 0.395  C2 1.423, H5 1.082, H7 1.098
2 C 0.059 -0.305 0.173  C1 1.423, C3 1.452, O4 1.365
3 C 1.418 0.129 -0.092  C2 1.452, O4 1.450, H9 1.088, H10 1.089
4 O 1.000 -0.514 1.138  C2 1.365, C3 1.450
5 H -2.102 -0.362 0.155  C1 1.082
6 H -1.048 0.011 -1.207  no bonds
7 H -1.379 0.852 1.297  C1 1.098
8 H -0.473 -0.763 -1.157  no bonds
9 H 2.070 -0.467 -0.728  C3 1.088
10 H 1.691 1.177 0.026  C3 1.089

=====

*two*
DFT (ωB97M-V/def2-TZVPD) results for C3H6O in the gas phase.

Results
2S+1: 1
Lowest unoccupied orbital energy: 1.037 eV
HOMO-LUMO gap: 11.03 eV
HOMO: -0.3673 Eh

Each atom is followed by the atoms it is bonded to, with distances in Å.
Atoms and positions in Å:
1 C 0.481 -0.097 0.498  C2 1.491, C3 1.510, H5 1.078, O10 1.352
2 C -0.622 0.703 -0.106  C1 1.491, C3 1.511, H6 1.107, H7 1.096
3 C -0.651 -0.804 -0.208  C1 1.510, C2 1.511, H8 1.086, H9 1.088
4 H 2.045 0.745 -0.231  O10 0.999
5 H 0.448 -0.190 1.572  C1 1.078
6 H -0.286 1.191 -1.041  C2 1.107
7 H -1.470 1.181 0.397  C2 1.096
8 H -1.287 -1.369 0.467  C3 1.086
9 H -0.303 -1.191 -1.164  C3 1.088
10 O 1.645 -0.170 -0.185  C1 1.352, H4 0.999

=====

*three*
DFT (ωB97M-V/def2-TZVPD) results for C3H6O in the gas phase.

Results
2S+1: 1
Lowest unoccupied orbital energy: 1.204 eV
HOMO-LUMO gap: 11.39 eV
HOMO: -0.3744 Eh

Each atom is followed by the atoms it is bonded to, with distances in Å.
Atoms and positions in Å:
1 C 1.222 -0.112 -0.173  C2 1.492, H4 1.151, H5 1.119, H6 1.125
2 C -0.114 -0.299 0.463  C1 1.492, C3 1.469, H7 1.072, O10 1.419
3 C -1.298 0.410 -0.043  C2 1.469, H8 1.136, H9 1.106, O10 1.416
4 H 1.125 0.547 -1.111  C1 1.151
5 H 1.679 -1.099 -0.437  C1 1.119
6 H 1.836 0.486 0.556  C1 1.125
7 H -0.121 -0.679 1.465  C2 1.072
8 H -1.001 1.119 -0.879  C3 1.136
9 H -2.247 0.587 0.499  C3 1.106
10 O -1.082 -0.958 -0.339  C2 1.419, C3 1.416

=====

Which one is the least stable? From the structures above, *one*.